No. 1
{"formula": "C45H45CsN9O2P2S2", "method": "wB97M-V/def2-TZVPD", "elements": ["Cs", "N", "C", "N", "C", "N", "N", "C", "C", "C", "C", "C", "C", "N", "C", "C", "C", "C", "C", "C", "H", "H", "H", "H", "H", "H", "H", "H", "H", "H", "H", "S", "P", "C", "P", "S", "C", "C", "C", "C", "C", "C", "C", "C", "C", "C", "C", "C", "C", "C", "C", "C", "C", "C", "C", "C", "C", "C", "C", "C", "H", "H", "H", "H", "H", "H", "H", "H", "H", "H", "H", "H", "H", "H", "H", "H", "H", "H", "H", "H", "N", "C", "C", "C", "C", "N", "C", "N", "N", "C", "O", "O", "H", "H", "H", "H", "H", "H", "H", "H", "H", "H", "H", "H", "H", "H"], "coordinates": [[0.29772, -0.65850, 0.17926], [1.97035, -1.58195, -4.51984], [1.33429, -0.67655, -3.74824], [1.83016, 0.41525, -3.28623], [3.17108, 0.67676, -3.55829], [3.85350, 1.51618, -2.86921], [3.23561, 1.93853, -1.71223], [2.70853, 3.08664, -1.68173], [2.05629, 3.53089, -0.42849], [2.05354, 4.87036, -0.06153], [1.50392, 5.22240, 1.16016], [0.96429, 4.23208, 1.95918], [0.96962, 2.92248, 1.49087], [1.49953, 2.57456, 0.32256], [3.82207, -0.08335, -4.64250], [5.05314, 0.26789, -5.19179], [5.67206, -0.55410, -6.11260], [5.06642, -1.75401, -6.48830], [3.84363, -2.11667, -5.96262], [3.21180, -1.27512, -5.04463], [1.50968, -2.49462, -4.59604], [0.30812, -0.91798, -3.51796], [2.72718, 3.75743, -2.54372], [2.48874, 5.61168, -0.72012], [1.49450, 6.25624, 1.48328], [0.51680, 4.46250, 2.91369], [0.49892, 2.13120, 2.06977], [5.51440, 1.18786, -4.85775], [6.63060, -0.27726, -6.53187], [5.55633, -2.40692, -7.19967], [3.36017, -3.04128, -6.25257], [0.67916, -1.46545, 3.22769], [-1.23233, -0.88750, 3.56480], [-1.89537, 0.18327, 2.50793], [-3.07660, 1.25974, 2.15743], [-3.56640, 1.37892, 0.18179], [-2.67885, 2.96843, 2.71294], [-3.32981, 4.08622, 2.19822], [-3.10559, 5.34052, 2.74856], [-2.24172, 5.48740, 3.82781], [-1.57999, 4.37821, 4.33602], [-1.78574, 3.12758, 3.76535], [-4.70819, 1.05376, 3.02125], [-5.52853, -0.01112, 2.64822], [-6.72168, -0.26429, 3.30590], [-7.12797, 0.55076, 4.35515], [-6.32998, 1.62002, 4.73079], [-5.13294, 1.87016, 4.06919], [-2.21734, -2.46416, 3.56206], [-1.77552, -3.61278, 2.90999], [-2.62603, -4.70386, 2.73940], [-3.92263, -4.66389, 3.23302], [-4.35989, -3.53346, 3.91703], [-3.51331, -2.44900, 4.08096], [-1.34651, -0.51407, 5.36816], [-0.50922, -1.13449, 6.29304], [-0.65978, -0.88951, 7.64974], [-1.64899, -0.02328, 8.10157], [-2.48713, 0.59699, 7.18804], [-2.33217, 0.34888, 5.82935], [-4.00833, 3.95577, 1.36383], [-3.61116, 6.20752, 2.33996], [-2.07973, 6.46580, 4.26450], [-0.89454, 4.48302, 5.16902], [-1.25336, 2.25901, 4.13660], [-5.23097, -0.65288, 1.82948], [-7.33754, -1.10042, 2.99536], [-8.06072, 0.35545, 4.86982], [-6.63631, 2.26950, 5.54231], [-4.52828, 2.71201, 4.38183], [-0.75467, -3.63530, 2.54438], [-2.26303, -5.59276, 2.23466], [-4.58358, -5.51222, 3.10196], [-5.36635, -3.49226, 4.31670], [-3.87551, -1.56588, 4.59478], [0.27024, -1.79266, 5.92954], [0.00112, -1.37279, 8.35953], [-1.76099, 0.16745, 9.16229], [-3.26371, 1.27410, 7.52446], [-2.98771, 0.83030, 5.11805], [-2.25409, -1.80118, -2.22669], [-1.72302, -3.17195, -2.23044], [-2.57947, -4.07459, -3.11718], [-4.08349, -3.78767, -3.09782], [-4.82245, -4.15854, -1.80765], [-4.24836, -3.62244, -0.58082], [-4.21113, -2.31816, -0.26450], [-5.04621, -1.43599, -0.83037], [-3.40024, -1.90434, 0.68731], [-0.22827, -3.12254, -2.62325], [0.10010, -3.48660, -3.77613], [0.49424, -2.58420, -1.75168], [-2.14838, -1.39268, -3.15175], [-1.69961, -1.22857, -1.59920], [-1.74158, -3.51727, -1.19353], [-2.39242, -5.11725, -2.83866], [-2.20685, -3.97432, -4.13852], [-4.56546, -4.35080, -3.90266], [-4.24385, -2.73242, -3.32646], [-4.83053, -5.24241, -1.68574], [-5.87061, -3.85216, -1.86424], [-3.52697, -4.17332, -0.14453], [-5.32932, -1.61094, -1.77901], [-4.83098, -0.45729, -0.59357], [-2.88307, -2.55364, 1.26296], [-3.23434, -0.90496, 0.84132]], "atomic_forces_ev_per_a": [[0.24, 0.96, -0.08], [-0.09, -0.01, -0.07], [0.05, 0.02, 0.04], [0.00, 0.05, 0.03], [0.03, 0.01, -0.01], [-0.03, -0.01, 0.10], [-0.09, -0.01, -0.18], [0.12, -0.04, -0.02], [-0.01, -0.17, 0.02], [0.00, -0.02, -0.07], [-0.01, 0.03, 0.01], [0.00, -0.01, 0.01], [-0.05, 0.14, -0.09], [-0.03, -0.04, 0.17], [0.03, 0.00, 0.05], [-0.02, 0.01, 0.01], [0.01, -0.01, -0.02], [0.00, 0.02, 0.01], [-0.02, 0.01, -0.01], [0.00, -0.02, 0.01], [0.03, 0.07, 0.09], [-0.04, -0.03, -0.02], [0.00, 0.03, 0.02], [0.01, 0.00, 0.01], [0.00, 0.00, 0.00], [0.00, 0.00, -0.01], [0.03, -0.03, 0.00], [0.01, 0.00, 0.00], [0.00, 0.00, 0.00], [0.00, 0.00, 0.00], [0.01, 0.00, 0.00], [-0.11, 0.00, 0.54], [0.39, -0.32, -0.03], [-0.14, -0.09, 0.23], [0.13, 0.12, -0.17], [-0.01, 0.02, -0.03], [0.01, -0.02, 0.03], [0.05, -0.01, 0.02], [-0.02, 0.00, -0.04], [0.01, -0.02, 0.02], [-0.04, 0.00, -0.02], [-0.02, 0.04, 0.06], [0.01, 0.01, 0.04], [-0.04, -0.03, 0.05], [0.03, -0.02, -0.03], [0.00, 0.02, 0.01], [-0.01, -0.01, 0.01], [0.01, -0.07, -0.01], [-0.11, 0.07, 0.03], [0.02, -0.02, 0.07], [0.05, 0.01, -0.02], [-0.03, 0.02, 0.02], [-0.01, -0.03, -0.02], [-0.01, -0.01, -0.08], [-0.07, 0.05, -0.01], [0.02, 0.04, 0.00], [0.00, 0.00, 0.00], [0.01, -0.01, 0.01], [-0.01, 0.01, -0.02], [0.01, -0.01, 0.09], [-0.01, 0.02, 0.00], [0.00, -0.01, 0.00], [0.00, 0.00, 0.00], [0.00, 0.01, 0.01], [-0.02, -0.03, -0.01], [-0.02, 0.02, 0.04], [0.00, 0.00, 0.00], [0.00, 0.00, 0.00], [-0.01, -0.01, 0.00], [0.02, 0.01, 0.00], [0.00, -0.01, -0.01], [0.00, -0.01, 0.00], [0.00, 0.00, 0.00], [0.00, -0.01, -0.01], [0.00, 0.01, -0.01], [-0.01, 0.00, 0.00], [0.00, 0.00, 0.00], [0.00, 0.00, 0.00], [0.01, 0.00, 0.01], [-0.04, 0.03, -0.07], [-0.07, 0.00, -0.10], [-0.01, -0.04, 0.01], [-0.04, -0.04, 0.03], [-0.03, -0.03, 0.01], [0.00, 0.03, -0.03], [-0.01, -0.02, 0.01], [0.10, 0.12, 0.02], [-0.01, 0.07, 0.05], [-0.04, -0.20, -0.10], [0.00, -0.02, -0.05], [-0.04, -0.03, -0.04], [0.08, -0.58, -0.39], [0.01, 0.00, -0.01], [-0.18, 0.00, -0.14], [-0.01, 0.03, 0.03], [0.00, -0.01, -0.02], [-0.01, 0.03, -0.01], [0.00, -0.01, 0.00], [0.00, 0.00, 0.01], [0.02, 0.00, 0.00], [0.01, 0.01, -0.01], [-0.02, -0.01, 0.01], [0.01, 0.01, 0.01], [0.00, -0.05, -0.06], [-0.03, -0.02, 0.03], [0.02, 0.01, 0.05]], "e_above_lowest_kj_mol": 47.82, "e_tot_ev": -105702.0627, "homo_energy_ha": -0.159, "lumo_energy_ev": 1.9, "total_charge": -1, "orbital_gap_ev": 6.2}



No. 2
{"formula": "C2H6FeO2", "method": "wB97M-V/def2-TZVPD", "elements": ["C", "C", "O", "H", "H", "H", "H", "H", "H", "Fe", "O"], "coordinates": [[-1.38039, 0.37928, 0.14620], [-0.18998, -0.15645, -0.60713], [0.99187, 0.29667, 0.11931], [-2.25544, 0.27962, -0.50870], [-1.56470, -0.19457, 1.06232], [-1.25139, 1.44109, 0.39183], [-0.11900, 0.24199, -1.62608], [-0.15913, -1.25213, -0.62017], [1.22736, -0.55719, 1.49701], [2.94892, 0.33036, -0.47111], [1.75187, -0.80868, 0.61651]], "atomic_forces_ev_per_a": [[-0.20, 0.03, 0.08], [-1.71, -0.32, -0.83], [0.84, 2.03, -2.16], [0.11, 0.03, 0.20], [-0.01, 0.15, -0.18], [-0.11, -0.22, -0.14], [0.14, -0.05, 0.20], [0.12, 0.22, -0.09], [2.46, -2.15, -0.62], [-0.03, 0.24, 0.06], [-1.61, 0.03, 3.48]], "e_above_lowest_kj_mol": 37.48, "e_tot_ev": -40627.8939, "homo_energy_ha": [-0.764, -0.764], "lumo_energy_ev": [-12.5, -13.1], "total_charge": 2, "spin_multiplicity": 5, "orbital_gap_ev": [8.3, 7.7]}